Entry 1:
ORCA calculation (the ωB97M-V functional and the def2-TZVPD basis) on a 2-piece molecular cluster, C4H14NOS overall.

calculated total energy	-688.744866	Ha
lowest unoccupied orbital energy	-3.3	eV
E_HOMO	-0.463	hartree
total charge	+1

```
21
Properties=species:S:1:pos:R:3:lowdin_charge:R:1
C 0.16307 0.95180 -0.02751 -0.16
C -1.29848 0.69767 -0.36063 -0.24
C -1.80626 -0.72926 -0.58820 -0.51
S -1.01509 -1.96881 0.42827 0.84
C -1.49057 -1.40665 2.11097 -0.33
N 1.03319 0.06884 -0.88131 0.17
H 0.41048 0.72916 1.00690 0.12
H 0.45217 1.98258 -0.21006 0.13
H -1.89082 1.21387 0.39722 0.12
H -1.52455 1.25523 -1.28161 0.12
H -2.88514 -0.78748 -0.45480 0.09
H -1.61660 -1.05076 -1.61507 0.08
H -1.44432 -2.32382 2.68912 0.04
H -0.74485 -0.74448 2.54144 0.03
H -2.47214 -0.96620 2.00851 0.04
H 0.61839 0.04912 -1.81824 0.17
H 0.97408 -0.91151 -0.56213 0.10
H 2.02593 0.31968 -0.94335 0.12
H 4.52632 0.84611 -1.38527 0.05
H 3.86857 1.85561 -0.52625 0.06
O 4.11661 0.91930 -0.52799 -0.04
```

***

Entry 2:
ORCA calculation (the ωB97M-V functional and the def2-TZVPD basis) on C17H13N3O3 as an isolated structure.

calculated total energy	-1045.570100	Ha
lowest unoccupied orbital energy	0.6	eV
E_HOMO	-0.342	hartree
total charge	0

```
36
Properties=species:S:1:pos:R:3:lowdin_charge:R:1
O 2.67421 -2.44590 2.28514 0.15
O -1.33423 -0.73986 3.41419 0.06
O 1.78196 -1.24602 -0.78548 0.14
C 1.54656 -2.05920 2.12312 -0.41
C -0.38787 -1.17860 2.70142 -0.41
C 0.82572 -1.47480 -0.05365 -0.31
C -0.41107 3.68474 0.76886 -0.08
C -3.80888 -1.05082 -2.55581 -0.08
C 0.57832 3.04183 0.05044 -0.07
C -1.46153 2.91681 1.30835 -0.06
C -2.52686 -0.86185 -3.01428 -0.09
C -4.02679 -1.19303 -1.15349 -0.04
C 0.60995 1.64374 -0.08960 -0.01
C -1.40062 1.54258 1.22444 -0.02
C -1.46832 -0.78108 -2.10766 -0.02
C -2.92364 -1.12316 -0.28379 -0.03
C -0.37108 0.86263 0.50582 -0.10
C -1.62319 -0.89180 -0.72114 -0.15
N 0.70725 -2.26351 1.03494 0.17
N 0.85043 -1.44126 3.13811 0.05
N -0.51796 -1.62635 1.37722 0.12
C 1.41290 -1.02634 4.41061 0.03
C -0.45990 -0.66333 0.23072 -0.17
H -0.39847 4.73616 1.02118 0.10
H -4.65268 -1.07443 -3.20046 0.09
H 1.36960 3.63579 -0.36387 0.10
H -2.22183 3.44089 1.84876 0.10
H -2.41280 -0.74068 -4.08932 0.11
H -5.02985 -1.37666 -0.84364 0.09
H 1.34110 1.22076 -0.74152 0.10
H -2.20452 1.05557 1.73617 0.10
H -0.48678 -0.53798 -2.57549 0.13
H -3.11660 -1.23435 0.76469 0.11
H 0.64319 -0.46944 4.96951 0.11
H 2.27085 -0.37014 4.27317 0.10
H 1.75771 -1.88272 4.98074 0.10
```

***

Entry 3:
ORCA calculation (the ωB97M-V functional and the def2-TZVPD basis) on C24H58P2RuSi4Te as an isolated structure.

calculated total energy	-3152.090116	Ha
lowest unoccupied orbital energy (spin up / spin down)	-6.8 / -7.6	eV
E_HOMO (spin up / spin down)	-0.476 / -0.478	hartree
total charge	+2
<S²>	6.02
2S+1	5

```
90
Properties=species:S:1:pos:R:3:mulliken_spin:R:1
P 1.07059 3.24723 2.49483 0.15
P 4.34416 2.71705 0.55160 0.04
C 2.91202 3.65115 2.83146 0.06
C 3.81203 4.04566 1.65493 0.00
H 3.31771 2.78849 3.37801 0.00
H 2.94556 4.46268 3.58751 -0.01
H 3.43492 4.89924 1.07462 0.00
H 4.76225 4.39242 2.07705 0.00
C 5.82890 1.91001 1.26274 0.01
H 6.01155 0.92350 0.79468 0.00
H 5.70977 1.78883 2.35259 0.00
H 6.72443 2.53667 1.10178 0.00
C 4.72905 3.46292 -1.07372 0.01
H 5.67698 4.01925 -1.05875 0.00
H 3.92009 4.13967 -1.36830 -0.01
H 4.80883 2.68655 -1.84973 0.00
C 0.69314 3.15475 4.31292 -0.01
H -0.35301 2.84042 4.49465 0.00
H 0.90068 4.17572 4.66434 0.00
H 1.38264 2.41434 4.74615 0.00
C 0.58883 4.92304 1.84114 0.03
H 1.20470 5.14490 0.94214 -0.01
H 0.77089 5.71488 2.58972 0.01
H -0.47774 4.94139 1.54154 0.00
Ru -0.00305 1.43279 2.49157 0.79
C 3.88581 0.17612 -0.90239 0.06
C 4.11354 -0.94136 0.06114 0.73
C 3.61360 -0.64773 1.42155 0.01
C 2.80342 0.69564 1.23326 0.31
C 3.35093 1.32727 -0.10601 -0.07
C 2.52231 2.07547 -1.08916 0.76
C 2.31865 1.41293 -2.35845 -0.09
C 2.90560 -0.04419 -2.11214 0.18
C -1.81588 2.27191 1.99722 -0.04
H 4.85154 0.53441 -1.27953 0.01
H 4.76934 -1.78713 -0.17738 -0.02
H 4.40744 -0.34206 2.14793 0.07
H 3.01361 -1.41011 1.94732 0.04
H 1.71438 0.43104 1.13567 -0.06
H 2.92024 1.34552 2.11518 0.00
H -0.86220 0.87033 3.73385 0.04
H 1.97984 2.98099 -0.73806 0.01
H 2.95318 1.91461 -3.12734 0.05
H 1.28664 1.36176 -2.63272 0.05
H 2.11503 -0.78674 -1.87253 -0.01
H 3.47020 -0.43925 -2.98460 -0.01
H -2.24161 2.06788 0.98563 0.02
H -1.69513 3.36327 2.08193 0.01
H -2.57795 1.93300 2.74057 0.02
C -0.64420 -3.64583 -3.38885 0.00
Si -1.62014 -3.90213 -1.79583 0.06
C -3.00585 -5.10227 -2.23339 0.01
C -0.51404 -4.79651 -0.55636 0.00
Si -2.23054 -1.82277 -0.84311 0.05
Te -0.69382 0.19328 0.16085 0.66
Si -3.70567 -1.09722 -2.53655 0.03
C -5.14043 -2.23418 -3.01537 0.00
C -4.46030 0.52272 -1.94518 0.01
C -2.72527 -0.78209 -4.11934 0.00
Si -3.61935 -2.52780 0.88612 0.02
C -4.93703 -3.80599 0.47354 0.00
C -2.47130 -3.26575 2.19012 0.00
C -4.46524 -0.99545 1.57848 0.00
H -0.04884 -4.55528 -3.56706 0.00
H 0.04745 -2.79543 -3.32047 0.00
H -1.29664 -3.48947 -4.25874 0.00
H -2.53916 -5.99278 -2.68065 0.00
H -3.58183 -5.44392 -1.36802 0.00
H -3.71657 -4.71372 -2.96811 0.00
H 0.20632 -4.11432 -0.08329 0.00
H -1.09238 -5.29351 0.23535 0.00
H 0.05079 -5.56571 -1.10762 0.00
H -5.72821 -2.58937 -2.16154 0.00
H -5.81901 -1.64690 -3.65500 0.00
H -4.82307 -3.10565 -3.60066 0.00
H -3.70774 1.18646 -1.50089 -0.01
H -4.89497 1.02864 -2.82108 0.00
H -5.25791 0.36119 -1.20807 0.00
H -1.75468 -0.31223 -3.91024 0.00
H -2.54836 -1.70001 -4.69566 0.00
H -3.31109 -0.09121 -4.74581 0.00
H -4.53978 -4.82780 0.50472 0.00
H -5.71536 -3.73557 1.24872 0.00
H -5.42479 -3.66156 -0.49521 0.00
H -1.50379 -2.74763 2.23188 0.00
H -2.96844 -3.15183 3.16621 0.00
H -2.29110 -4.33522 2.01250 0.00
H -3.79705 -0.12585 1.62254 0.01
H -5.35151 -0.72877 0.98648 0.00
H -4.79035 -1.23674 2.60217 0.00
```

***

Entry 4:
ORCA calculation (the ωB97M-V functional and the def2-TZVPD basis) on one molecule with the formula C10H13N3O2.

calculated total energy	-703.489151	Ha
lowest unoccupied orbital energy	0.5	eV
E_HOMO	-0.301	hartree
total charge	0
SMILES	CCOc1ccc2c(c1)nnn2CCO

```
28
Properties=species:S:1:pos:R:3:lowdin_charge:R:1
N -0.58807 1.56581 2.61229 0.06
N 0.35934 2.43618 2.49700 0.08
O -2.54492 -1.76467 -0.20558 -0.10
O 3.26024 0.20764 0.75203 -0.06
C -0.55287 -0.44226 -0.95557 -0.01
C -1.51020 -0.19322 1.31038 0.06
C 0.35036 0.61798 -0.67702 -0.01
C -0.59282 0.78779 1.50876 -0.31
C -1.45988 -0.86006 0.05281 -0.22
C 0.37878 1.18165 0.59251 -0.19
N 1.06225 2.18485 1.28396 -0.09
C -2.89313 -2.34872 -2.65509 -0.09
C -2.25866 -2.73436 -1.29422 -0.22
C 3.40011 1.46136 1.36312 -0.23
C 2.38369 2.61865 0.86673 -0.09
H 2.79767 -0.44753 1.24251 0.07
H -0.62238 -0.78835 -2.01264 0.12
H -2.17496 -0.42634 2.17846 0.14
H 1.02044 1.00467 -1.47346 0.12
H -3.73826 -2.94603 -2.82632 0.04
H -2.15535 -2.61214 -3.44185 0.08
H -3.09716 -1.26206 -2.77808 0.09
H -1.12168 -2.93844 -1.25534 0.14
H -2.79849 -3.67445 -1.19272 0.10
H 3.65288 1.29733 2.45189 0.13
H 4.34372 1.87622 0.87910 0.12
H 2.77332 3.55125 1.40971 0.14
H 2.32603 2.64728 -0.23336 0.12
```

***

> total charge of number 4 (C10H13N3O2)?

0

***

> Which value of calculated total energy does entry 1 give?

-688.744866 Ha